[1]
Density functional theory data (ωB97M-V with the def2-TZVPD basis set) for 9 unconnected molecules or ions with the total composition C26H48IN11O19.

Each line ends with the Mulliken charge.
Element x y z (Å)
C (3.159, 6.672, 1.629)  -1.0894
C (3.442, 5.203, 2.000)  -0.6589
C (2.248, 4.413, 2.504)  -0.6492
I (1.475, 5.434, 4.263)  0.1656
N (1.166, 4.258, 1.509)  0.3666
C (0.326, 3.127, 1.785)  -0.3973
O (-0.226, 2.909, 2.816)  -0.5457
C (0.298, 2.297, 0.566)  0.4630
C (-0.305, 1.075, 0.322)  -1.0138
C (-0.161, 0.498, -0.947)  1.3072
C (-0.856, -0.833, -1.150)  -1.4183
C (-2.176, -0.690, -1.976)  -0.9195
C (-2.675, 0.713, -2.136)  0.5351
N (-3.296, 1.286, -0.974)  -0.4434
O (-2.609, 1.311, -3.176)  -0.5742
C (0.564, 1.142, -1.987)  0.2411
C (0.598, 0.489, -3.351)  -1.6604
C (1.844, 0.605, -4.233)  1.0257
C (3.138, 0.027, -3.610)  -1.2464
C (1.530, -0.201, -5.507)  -1.7644
C (1.164, 2.392, -1.712)  0.1960
N (1.894, 3.101, -2.711)  -0.3909
C (1.006, 2.928, -0.432)  0.2528
C (1.478, 4.229, 0.126)  -0.2460
O (1.963, 5.123, -0.511)  -0.5751
H (3.461, 6.824, 0.599)  0.3042
H (3.676, 7.357, 2.290)  0.3598
H (2.091, 6.863, 1.637)  0.3258
H (4.178, 5.183, 2.801)  0.4998
H (3.879, 4.677, 1.152)  0.3515
H (2.557, 3.424, 2.831)  0.3813
H (-0.885, 0.594, 1.098)  0.5011
H (-1.119, -1.220, -0.178)  0.2180
H (-0.211, -1.518, -1.687)  0.6981
H (-2.951, -1.239, -1.445)  0.5525
H (-2.088, -1.114, -2.973)  0.3460
H (-2.686, 1.974, -0.547)  0.1762
H (-4.142, 1.758, -1.270)  0.3600
H (0.374, -0.570, -3.275)  0.3028
H (-0.222, 0.938, -3.916)  0.5047
H (2.008, 1.616, -4.574)  0.5563
H (3.527, -0.733, -4.279)  0.6902
H (3.906, 0.800, -3.585)  0.0932
H (2.994, -0.374, -2.612)  0.0789
H (1.480, -1.265, -5.284)  0.2786
H (0.543, 0.090, -5.878)  0.4518
H (2.236, 0.027, -6.301)  0.4676
H (2.882, 2.892, -2.620)  0.2163
H (1.815, 4.098, -2.552)  0.3307
C (-3.167, -4.473, 1.871)  -0.8085
N (-2.535, -3.371, 1.098)  0.9616
O (-1.359, -3.471, 0.813)  -0.5289
O (-3.245, -2.432, 0.799)  -0.5443
H (-2.421, -5.232, 2.066)  0.3397
H (-3.540, -4.049, 2.797)  0.2576
H (-3.981, -4.862, 1.265)  0.3090
C (-1.096, 7.371, 8.275)  -0.7195
N (-0.087, 7.064, 7.225)  0.8474
O (-0.444, 7.110, 6.065)  -0.5077
O (1.030, 6.784, 7.603)  -0.4907
H (-2.037, 7.598, 7.789)  0.3056
H (-1.180, 6.493, 8.909)  0.2764
H (-0.726, 8.220, 8.840)  0.2818
C (7.753, 1.187, -4.283)  -0.7583
N (6.711, 0.162, -3.992)  0.8493
O (6.222, -0.422, -4.935)  -0.4982
O (6.428, -0.011, -2.827)  -0.4697
H (7.898, 1.231, -5.356)  0.3108
H (7.394, 2.135, -3.894)  0.2947
H (8.661, 0.880, -3.774)  0.2787
C (-2.493, -5.755, 6.481)  -0.6315
N (-2.085, -5.327, 5.118)  0.9517
O (-2.019, -4.138, 4.894)  -0.5389
O (-1.835, -6.206, 4.316)  -0.5426
H (-2.681, -4.869, 7.075)  0.2885
H (-3.386, -6.353, 6.388)  0.2041
H (-1.680, -6.342, 6.899)  0.2920
C (-6.032, 0.953, -3.909)  -0.2507
N (-7.007, -0.140, -3.641)  0.8906
O (-7.358, -0.829, -4.575)  -0.5358
O (-7.386, -0.265, -2.495)  -0.5353
H (-5.784, 0.945, -4.963)  0.2969
H (-6.505, 1.887, -3.622)  0.2973
H (-5.153, 0.762, -3.305)  -0.1096
C (-6.352, -7.090, 4.016)  -0.7474
N (-5.588, -6.384, 5.081)  0.7855
O (-5.739, -6.746, 6.228)  -0.5185
O (-4.853, -5.484, 4.725)  -0.4273
H (-6.956, -7.858, 4.482)  0.3205
H (-6.969, -6.349, 3.517)  0.2855
H (-5.627, -7.516, 3.329)  0.2880
C (2.320, -5.553, -5.060)  -0.7746
N (1.703, -4.198, -5.080)  0.8648
O (0.539, -4.099, -4.749)  -0.5386
O (2.414, -3.280, -5.425)  -0.4763
H (1.571, -6.264, -4.733)  0.3053
H (2.658, -5.769, -6.069)  0.2886
H (3.159, -5.515, -4.372)  0.2983
C (2.520, -1.071, 1.981)  -0.3772
N (3.476, -1.482, 0.918)  0.9348
O (3.058, -1.377, -0.220)  -0.5079
O (4.575, -1.868, 1.244)  -0.5881
H (1.620, -0.760, 1.463)  -0.0502
H (2.337, -1.914, 2.640)  0.3031
H (2.966, -0.246, 2.530)  0.2628

Calculated values
relative energy (zero: lowest compared OMol25 entry of this formula, charge and spin): 0.0000 eV
energy: -3348.34081 hartree
SMILES string: CC[C@@H](I)N1C(=O)c2cc(CCC(N)=O)c(CC(C)C)c(N)c2C1=O.C[N+](=O)[O-].C[N+](=O)[O-].C[N+](=O)[O-].C[N+](=O)[O-].C[N+](=O)[O-].C[N+](=O)[O-].C[N+](=O)[O-].C[N+](=O)[O-]
orbital gap: 8.1 eV
largest force on an atom: 0.023 Eh/bohr

---

[2]
Density functional theory data (ωB97M-V with the def2-TZVPD basis set) for a molecular structure, C26H48N3O7PS3SiZn.

Each line ends with the Mulliken charge.
Element x y z (Å)
Zn (-0.272, 0.174, 0.228)  -0.2701
N (2.039, -0.814, 3.457)  -0.5918
C (1.569, -0.110, 2.363)  0.6041
S (0.120, 0.784, 2.594)  -0.5916
N (2.321, -0.052, 1.319)  -1.2377
N (1.778, 0.541, 0.240)  1.4454
C (2.503, 1.273, -0.525)  -0.6062
C (1.980, 2.031, -1.615)  0.8178
C (2.853, 2.903, -2.276)  -0.7413
C (2.409, 3.816, -3.200)  -0.5550
C (1.043, 3.868, -3.484)  -0.4615
C (0.166, 2.999, -2.891)  -0.4271
C (0.586, 2.025, -1.942)  0.1427
O (-0.274, 1.234, -1.425)  -0.4762
H (1.267, -1.090, 4.048)  0.3812
H (2.619, -1.592, 3.165)  0.2597
H (3.562, 1.415, -0.276)  0.2377
H (3.904, 2.862, -2.012)  0.2841
H (3.099, 4.502, -3.677)  0.3401
H (0.673, 4.616, -4.176)  0.3715
H (-0.893, 3.035, -3.110)  0.2114
C (-5.537, 1.328, 1.594)  -0.9639
C (-5.624, 1.954, 0.203)  0.3025
C (-4.658, 3.123, 0.083)  -1.3549
O (-5.431, 0.977, -0.799)  -0.5200
P (-3.976, 0.570, -1.472)  0.9776
S (-3.534, 1.853, -2.894)  -0.6329
S (-2.814, 0.023, 0.111)  -0.3128
O (-4.492, -0.728, -2.292)  -0.5419
C (-5.333, -1.800, -1.903)  0.5016
C (-6.783, -1.456, -2.248)  -1.5624
C (-5.208, -2.172, -0.435)  -0.6287
H (-5.766, 2.078, 2.348)  0.5461
H (-4.529, 0.950, 1.746)  0.0019
H (-6.239, 0.501, 1.685)  0.2233
H (-6.656, 2.312, 0.032)  0.2714
H (-3.644, 2.756, 0.238)  0.2313
H (-4.893, 3.878, 0.830)  0.5016
H (-4.718, 3.565, -0.909)  0.3299
H (-5.006, -2.644, -2.533)  0.4001
H (-7.108, -0.629, -1.624)  0.1833
H (-7.424, -2.320, -2.073)  0.4694
H (-6.857, -1.156, -3.290)  0.3502
H (-5.394, -1.287, 0.166)  -0.0659
H (-4.208, -2.524, -0.209)  -0.0330
H (-5.933, -2.943, -0.190)  0.6659
C (-0.483, -5.565, -1.926)  -2.1495
C (-1.237, -4.590, -1.004)  1.8839
C (-1.503, -3.282, -1.744)  -1.4878
C (-2.573, -5.204, -0.563)  -1.3455
O (-0.426, -4.400, 0.122)  -0.5297
Si (-0.513, -3.144, 1.205)  -3.1792
O (-0.100, -1.775, 0.593)  2.0789
O (0.456, -3.653, 2.465)  0.3228
C (1.503, -4.578, 2.460)  1.6302
C (0.943, -5.998, 2.292)  -1.6069
C (2.193, -4.482, 3.833)  -1.6562
C (2.494, -4.286, 1.333)  -1.2663
O (-2.048, -3.282, 1.808)  1.9189
C (-2.563, -3.009, 3.081)  1.8658
C (-2.386, -4.261, 3.956)  -1.8113
C (-1.858, -1.830, 3.739)  -0.9402
C (-4.050, -2.671, 2.896)  -1.6393
H (-1.078, -5.797, -2.808)  0.4025
H (-0.260, -6.490, -1.394)  0.3720
H (0.456, -5.113, -2.238)  0.4041
H (-2.112, -3.459, -2.629)  0.5326
H (-0.565, -2.818, -2.031)  0.2522
H (-2.012, -2.586, -1.086)  -0.0552
H (-3.257, -5.288, -1.405)  0.3845
H (-2.999, -4.559, 0.199)  0.0334
H (-2.413, -6.189, -0.127)  0.3405
H (0.271, -6.231, 3.115)  0.3262
H (1.739, -6.742, 2.265)  0.5235
H (0.378, -6.022, 1.369)  0.0460
H (1.468, -4.690, 4.618)  0.3135
H (2.584, -3.480, 3.989)  0.2742
H (3.011, -5.197, 3.902)  0.3884
H (1.956, -4.305, 0.391)  0.0857
H (3.294, -5.025, 1.318)  0.5011
H (2.916, -3.292, 1.448)  0.2246
H (-1.329, -4.508, 3.971)  0.0078
H (-2.942, -5.095, 3.534)  0.3631
H (-2.733, -4.071, 4.970)  0.4388
H (-0.837, -2.110, 3.969)  -0.0384
H (-2.370, -1.517, 4.646)  0.5677
H (-1.830, -1.003, 3.039)  -0.2015
H (-4.547, -3.458, 2.332)  0.3092
H (-4.128, -1.741, 2.342)  0.1646
H (-4.547, -2.557, 3.856)  0.4734

Calculated values
total charge: -2
energy: -5315.66185 hartree
orbital gap: 6.2 eV
largest force on an atom: 0.035 Eh/bohr